Entry from OMol25: C20H18N6O4Pd as an isolated structure at a distorted geometry (the ωB97M-V functional and the def2-TZVPD basis).

Output
Frontier orbital gap (alpha / beta)   0.1835 / 0.1815 Ha
Charge   +2
LUMO energy (alpha / beta)   -8.54 / -8.56 eV

Each line ends with the Löwdin charge.
CARTESIAN COORDINATES (ANGSTROEM)
Pd: 0.27063 0.20152 1.02924  1.0136
O: 0.30184 4.19814 -0.64598  0.1075
C: 0.27678 3.16479 -0.01926  -0.4258
N: 0.30078 1.89735 -0.56797  0.0884
C: 0.30854 1.69922 -1.90877  -0.1867
C: 0.34346 2.70291 -2.91456  0.0225
C: 0.39552 2.37256 -4.24844  -0.0361
C: 0.41100 1.04588 -4.66941  -0.0467
C: 0.36148 0.02729 -3.71658  -0.0226
C: 0.29834 0.34544 -2.37755  -0.1882
N: 0.17974 -0.65233 -1.35967  -0.0412
C: 0.54749 -3.05724 -0.52969  -0.1788
O: 0.47562 -3.83467 -1.43505  0.2431
C: 0.32281 -3.01845 0.84096  -0.1885
C: 0.01035 -4.28268 1.44022  0.0767
C: -0.23677 -4.35631 2.77787  0.0219
C: -0.18037 -3.18945 3.56281  0.0482
C: 0.11213 -1.99832 2.93271  -0.0837
N: 0.35816 -1.89367 1.62587  0.0097
C: 0.22170 3.19912 1.48420  -0.1714
C: 0.25833 4.44544 2.10536  0.0455
C: 0.21807 4.50583 3.48916  0.0025
C: 0.12309 3.32116 4.20543  -0.0126
C: 0.08014 2.11739 3.51191  -0.1068
N: 0.14017 2.06594 2.18519  -0.0019
H: 0.32409 3.74183 -2.62551  0.1059
H: 0.42577 3.16069 -4.98515  0.1245
H: 0.44392 0.80389 -5.72254  0.1165
H: 0.34268 -1.00544 -4.03437  0.1200
H: -0.00394 -5.14961 0.79773  0.1449
H: -0.47129 -5.30312 3.23990  0.1389
H: -0.36310 -3.22140 4.62296  0.1353
H: 0.17963 -1.07673 3.51337  0.1079
H: 0.32043 5.33181 1.49024  0.1357
H: 0.25660 5.45749 3.99706  0.1296
H: 0.08394 3.32485 5.28296  0.1219
H: -0.00987 1.18045 4.05510  0.1028
C: -3.11458 -1.96192 -2.19121  0.0399
O: -1.71483 -1.62318 -2.20163  0.0335
C: -1.18820 -1.11442 -1.14010  -0.5325
O: -1.69929 -0.89291 -0.06519  0.1077
N: 1.23103 -1.56432 -1.17041  -0.0218
N: 2.20409 -0.99307 -0.30918  0.1042
H: -3.25520 -2.68229 -2.99388  0.1128
H: -3.70334 -1.06083 -2.37551  0.1203
H: -3.39443 -2.39300 -1.23073  0.1050
H: 1.61370 -1.89737 -2.07488  0.1972
H: 2.83606 -0.35880 -0.80376  0.1365
H: 2.75709 -1.72949 0.12671  0.1244

Cartesian forces (eV/Å) of the 6 atoms listed first:
0.198 3.043 -3.418
-0.001 0.019 0.257
-0.020 -0.556 -0.052
-0.096 -0.136 3.342
0.096 -1.263 -2.057
-0.099 0.080 0.791